The following is a quantum chemistry calculation of a cluster of 6 separate species, C45H100ClN5 in total, from OMol25.

The orbital gap (alpha / beta) is 10.392 / 5.015 eV. Its spin multiplicity is 2. Its LUMO energy (alpha / beta) is -0.3766 / -0.5742 hartree. Its charge is +5. The expectation value of S² is 0.75. The value obtained for the energy above the lowest of the compared OMol25 structures with the same formula, charge and spin is 0.0 kJ/mol.

Element x y z (Å)
C  -0.510  -1.168  -0.134
C  -0.287  -2.071  -1.406
C  1.153  -2.576  -1.562
N  1.292  -3.842  -2.522
C  2.776  -4.208  -2.601
C  2.988  -5.322  -3.708
C  2.496  -4.753  -5.084
C  1.036  -4.414  -5.016
C  0.671  -3.380  -3.854
C  0.548  -5.029  -1.880
H  -1.320  -0.442  -0.073
H  0.326  -0.526  0.144
H  -0.727  -1.900  0.645
H  -0.342  -1.453  -2.302
H  -1.108  -2.788  -1.407
H  1.541  -3.009  -0.640
H  1.878  -1.827  -1.882
H  3.365  -3.342  -2.904
H  3.070  -4.351  -1.561
H  4.046  -5.584  -3.669
H  2.526  -6.291  -3.522
H  3.026  -3.851  -5.392
H  2.577  -5.489  -5.883
H  0.668  -4.164  -6.012
H  0.456  -5.333  -4.931
H  0.943  -2.365  -4.145
H  -0.386  -3.530  -3.633
H  -0.526  -4.841  -1.879
H  1.072  -5.244  -0.950
H  0.717  -5.908  -2.502
C  2.443  2.290  -8.378
C  1.859  2.722  -7.002
C  1.032  1.621  -6.278
N  0.390  2.200  -4.981
C  -0.380  1.027  -4.304
C  -0.981  1.340  -2.930
C  0.015  1.952  -1.982
C  0.590  3.210  -2.658
C  1.379  2.906  -3.997
C  -0.736  3.208  -5.359
H  3.085  3.073  -8.782
H  1.653  2.061  -9.093
H  3.018  1.392  -8.150
H  1.264  3.635  -6.976
H  2.665  3.048  -6.345
H  1.646  0.761  -6.009
H  0.183  1.296  -6.880
H  0.354  0.223  -4.263
H  -1.230  0.676  -4.889
H  -1.335  0.444  -2.420
H  -1.791  2.066  -3.006
H  0.878  1.337  -1.728
H  -0.448  2.177  -1.022
H  1.212  3.755  -1.948
H  -0.221  3.913  -2.847
H  2.044  2.085  -3.728
H  1.840  3.720  -4.556
H  -0.282  4.088  -5.814
H  -1.320  3.490  -4.483
H  -1.462  2.845  -6.087
C  -4.398  -0.257  1.318
C  -4.344  0.983  2.116
C  -4.085  2.286  1.302
N  -4.009  3.569  2.117
C  -3.831  4.721  1.074
C  -3.954  6.132  1.622
C  -5.195  6.330  2.492
C  -5.518  5.221  3.500
C  -5.354  3.822  2.978
C  -2.745  3.617  2.912
H  -3.385  -0.564  1.060
H  -5.111  -0.235  0.494
H  -4.677  -1.151  1.876
H  -3.554  0.856  2.856
H  -5.247  1.152  2.702
H  -4.940  2.443  0.643
H  -3.171  2.291  0.709
H  -4.625  4.610  0.337
H  -2.896  4.583  0.531
H  -3.900  6.842  0.796
H  -3.085  6.346  2.244
H  -6.054  6.483  1.839
H  -5.181  7.280  3.026
H  -6.523  5.275  3.917
H  -4.970  5.401  4.426
H  -6.116  3.723  2.205
H  -5.338  3.075  3.772
H  -2.803  4.474  3.584
H  -1.800  3.624  2.369
H  -2.649  2.759  3.578
C  4.779  2.782  -2.227
C  4.063  2.305  -1.010
C  4.892  1.138  -0.496
N  4.385  0.423  0.764
C  4.185  1.446  1.965
C  4.199  0.713  3.367
C  5.323  -0.349  3.500
C  5.289  -1.370  2.340
C  5.502  -0.593  1.095
C  2.983  -0.251  0.503
H  5.860  2.768  -2.092
H  4.341  3.780  -2.261
H  4.580  2.253  -3.159
H  3.029  2.017  -1.202
H  4.084  3.081  -0.245
H  5.819  1.577  -0.126
H  5.040  0.438  -1.318
H  5.094  2.047  1.933
H  3.258  1.980  1.760
H  4.264  1.459  4.159
H  3.215  0.284  3.559
H  6.315  0.099  3.456
H  5.227  -0.956  4.401
H  6.111  -2.051  2.559
H  4.345  -1.901  2.213
H  6.446  -0.055  1.178
H  5.591  -1.284  0.257
H  2.337  0.531  0.103
H  2.495  -0.655  1.390
H  3.084  -1.018  -0.265
C  -5.752  -3.021  4.364
C  -4.387  -2.518  4.799
C  -3.269  -3.585  4.471
N  -1.851  -3.111  4.879
C  -0.925  -4.282  4.492
C  0.556  -3.945  4.284
C  0.725  -2.869  3.201
C  -0.006  -1.585  3.714
C  -1.466  -1.792  4.053
C  -1.688  -2.787  6.406
H  -6.019  -3.975  4.818
H  -5.673  -2.866  3.288
H  -6.546  -2.332  4.651
H  -4.381  -2.576  5.888
H  -4.338  -1.497  4.422
H  -3.333  -3.796  3.404
H  -3.452  -4.475  5.072
H  -1.336  -4.723  3.584
H  -1.103  -5.037  5.258
H  1.080  -4.805  3.868
H  1.001  -3.601  5.218
H  0.355  -3.161  2.218
H  1.778  -2.611  3.090
H  -0.029  -0.805  2.953
H  0.646  -1.184  4.490
H  -2.008  -1.804  3.108
H  -1.843  -0.934  4.611
H  -2.245  -1.880  6.641
H  -0.624  -2.693  6.623
H  -2.248  -3.527  6.979
Cl  0.371  1.886  1.816

Mulliken atomic charge list, values in e, 5 entries: atom 1 (C): -0.36, atom 2 (C): -0.11, atom 3 (C): -0.84, atom 4 (N): 0.16, atom 5 (C): -0.64



The following is a quantum chemistry calculation of a cluster of 9 separate species, C45H104N6O13 in total, from OMol25.

The orbital gap is 7.943 eV. Its LUMO energy is -0.0031 hartree. As for the SMILES: CC1(C)CCCC(C)(C)N1O.CC1(C)CCCC(C)(C)N1O.CC1(C)CCCC(C)(C)N1O.CC1(C)CCCC(C)(C)N1O.NC(N)=O.OCCO.OCCO.OCCO.OCCO. The value obtained for the energy above the lowest of the compared OMol25 structures with the same formula, charge and spin is 619.4 kJ/mol.

Element x y z (Å)
C  5.939  -3.893  2.491
C  6.418  -3.218  1.190
C  6.377  -1.628  1.463
C  7.509  -0.937  2.157
C  8.754  -1.377  1.420
C  8.907  -2.909  1.450
N  7.782  -3.649  0.834
O  7.987  -4.977  0.579
C  10.208  -3.159  0.545
C  9.192  -3.385  2.896
C  5.514  -3.524  -0.054
H  6.316  -3.345  3.354
H  6.355  -4.901  2.516
H  4.870  -3.842  2.693
H  6.253  -1.095  0.521
H  5.433  -1.474  1.987
H  7.645  -1.126  3.222
H  7.386  0.133  2.323
H  9.470  -0.895  2.086
H  8.622  -0.904  0.446
H  10.283  -4.190  0.198
H  10.157  -2.547  -0.356
H  11.171  -2.861  0.958
H  8.847  -2.608  3.578
H  9.021  -4.398  3.261
H  10.280  -3.402  2.966
H  5.516  -4.602  -0.214
H  6.070  -3.115  -0.897
H  4.484  -3.167  -0.020
H  7.628  -5.419  1.353
C  -3.319  6.700  -1.491
C  -2.309  7.032  -2.651
C  -2.892  8.252  -3.462
C  -2.698  9.659  -3.095
C  -1.170  9.912  -2.882
C  -0.489  8.790  -1.945
N  -0.891  7.350  -2.134
O  -0.417  6.458  -1.218
C  1.056  8.945  -2.271
C  -0.781  9.335  -0.427
C  -2.230  5.704  -3.510
H  -3.072  5.835  -0.876
H  -4.130  6.234  -2.051
H  -3.739  7.459  -0.830
H  -3.003  7.969  -4.509
H  -3.951  8.301  -3.207
H  -3.185  10.030  -2.193
H  -2.985  10.304  -3.925
H  -1.053  10.930  -2.512
H  -0.826  9.852  -3.914
H  1.727  8.621  -1.475
H  1.286  8.348  -3.154
H  1.435  9.895  -2.646
H  -0.191  10.251  -0.393
H  -1.846  9.313  -0.195
H  -0.478  8.598  0.317
H  -2.070  5.909  -4.568
H  -3.115  5.068  -3.530
H  -1.467  5.009  -3.161
H  0.315  6.042  -1.681
C  0.663  -2.269  -10.225
C  0.385  -2.246  -8.639
C  1.688  -2.562  -7.885
C  1.664  -1.971  -6.465
C  1.465  -0.470  -6.489
C  0.092  -0.091  -7.124
N  0.055  -0.800  -8.450
O  -0.938  -0.317  -9.298
C  -1.200  -0.337  -6.283
C  0.147  1.396  -7.503
C  -0.737  -3.244  -8.215
H  1.380  -1.554  -10.628
H  -0.282  -2.097  -10.739
H  1.174  -3.163  -10.583
H  1.793  -3.637  -7.732
H  2.562  -2.097  -8.341
H  2.653  -2.233  -6.089
H  1.043  -2.562  -5.792
H  2.279  -0.059  -7.086
H  1.644  -0.072  -5.490
H  -1.328  -1.406  -6.117
H  -1.030  0.105  -5.301
H  -2.120  -0.037  -6.784
H  -0.848  1.737  -7.790
H  0.411  1.935  -6.593
H  0.784  1.448  -8.385
H  -1.008  -3.167  -7.162
H  -0.525  -4.278  -8.489
H  -1.669  -3.027  -8.738
H  -1.722  -0.816  -9.057
C  -7.133  -0.008  4.005
C  -8.460  -0.341  3.164
C  -8.181  -0.531  1.659
C  -7.696  -1.896  1.260
C  -8.736  -2.860  1.756
C  -9.111  -2.739  3.168
N  -9.398  -1.368  3.648
O  -9.544  -1.225  5.004
C  -10.329  -3.591  3.481
C  -7.991  -3.500  4.009
C  -9.171  1.038  3.105
H  -6.421  0.719  3.615
H  -6.583  -0.949  4.011
H  -7.329  0.332  5.022
H  -9.065  -0.395  1.037
H  -7.650  0.360  1.323
H  -6.683  -2.008  1.645
H  -7.718  -2.014  0.177
H  -8.477  -3.886  1.496
H  -9.513  -2.573  1.047
H  -10.043  -4.632  3.335
H  -10.713  -3.430  4.489
H  -11.163  -3.466  2.791
H  -7.952  -4.525  3.641
H  -6.989  -3.075  3.937
H  -8.272  -3.431  5.060
H  -9.540  1.334  4.087
H  -10.037  0.962  2.447
H  -8.619  1.822  2.588
H  -10.423  -1.592  5.129
C  0.149  -7.676  2.498
C  -0.890  -8.694  2.088
O  -0.514  -9.763  1.219
O  1.064  -8.194  3.538
H  -0.160  -6.683  2.826
H  0.694  -7.554  1.562
H  -1.676  -8.122  1.595
H  -1.284  -9.242  2.943
H  -0.155  -10.423  1.816
H  1.965  -7.882  3.425
C  0.013  -2.764  9.237
C  -0.541  -2.859  7.805
O  0.364  -2.741  6.753
O  0.284  -3.935  9.898
H  -0.683  -2.283  9.924
H  0.991  -2.284  9.207
H  -1.251  -2.068  7.562
H  -1.115  -3.769  7.631
H  -0.066  -2.234  6.060
H  0.963  -4.492  9.510
C  5.005  4.840  -0.019
C  4.339  4.335  1.335
O  3.904  3.052  0.971
O  4.366  4.577  -1.306
H  6.019  4.444  -0.075
H  5.124  5.915  0.122
H  3.464  4.828  1.759
H  5.037  4.187  2.159
H  4.085  3.123  0.031
H  4.899  5.076  -1.930
C  -0.794  -1.345  1.220
C  -1.452  -0.536  0.052
O  -0.606  0.547  -0.385
O  -0.584  -0.529  2.335
H  0.129  -1.889  1.021
H  -1.447  -2.151  1.556
H  -2.416  -0.098  0.313
H  -1.571  -1.259  -0.755
H  -1.153  1.315  -0.206
H  -0.234  0.282  1.960
C  4.224  1.008  6.323
O  4.816  2.020  6.642
N  3.510  0.837  5.299
N  4.432  -0.027  6.953
H  3.474  1.518  4.553
H  2.979  -0.021  5.271
H  3.797  -0.813  6.957
H  5.061  0.095  7.733

Mulliken atomic charge list, values in e, 5 entries: atom 1 (C): -1.31, atom 2 (C): 1.34, atom 3 (C): -1.18, atom 4 (C): -0.86, atom 5 (C): -1.15



Which value of energy above the lowest of the compared OMol25 structures with the same formula, charge and spin does entry 2 give? 619.4 kJ/mol